Molecular formula: C43H52N6NiO4PSTe2
Method: DFT, wB97M-V/def2-TZVPD

Last column: Löwdin spin population.
Element x y z (Å)
Ni1 -0.02980 1.62333 -1.23802  0.94
N1 2.26465 -1.40340 -1.48000  0.00
C1 3.52170 -0.83654 -1.55986  0.00
C2 4.77153 -1.35989 -1.85947  0.00
C3 5.84342 -0.48329 -1.82114  0.00
C4 5.66591 0.86684 -1.48905  0.00
C5 4.41465 1.37920 -1.18672  0.00
C6 3.32511 0.51397 -1.22725  0.00
N2 1.98355 0.74813 -0.96769  0.01
C7 1.37940 -0.41084 -1.14442  0.00
C8 -0.89143 -0.88489 -2.04086  0.00
C9 -1.89994 -1.86612 -1.39276  0.00
S1 -3.55239 -1.21600 -1.65779  0.00
C10 -2.84761 0.29742 -2.20715  0.00
N3 -1.59864 0.36376 -2.38713  0.01
H1 2.01298 -2.35069 -1.70392  0.00
H2 4.90610 -2.40490 -2.11619  0.00
H3 6.83736 -0.84765 -2.05049  0.00
H4 6.52942 1.51973 -1.46565  0.00
H5 4.27849 2.42380 -0.92928  0.00
H6 -1.80177 -2.86171 -1.78071  0.00
H7 -3.50833 1.14610 -2.36021  0.00
C11 -1.60834 3.96344 -1.53978  0.00
C12 -1.85347 5.48027 -1.75205  0.00
N4 -0.57861 6.17335 -1.96230  0.00
C13 0.07130 5.63102 -3.15440  0.00
C14 0.29243 4.09916 -3.00082  0.00
N5 -0.16072 3.66378 -1.66797  0.01
C15 0.58403 4.42681 -0.64640  0.00
C16 0.28536 5.94202 -0.80107  0.00
H8 -2.13582 3.36431 -2.28500  0.00
H9 -1.93673 3.64161 -0.55362  0.00
H10 -2.34748 5.91375 -0.88197  0.00
H11 -2.48616 5.66272 -2.62340  0.00
H12 1.02127 6.15085 -3.29170  0.00
H13 -0.55627 5.85112 -4.02007  0.00
H14 1.34755 3.83408 -3.09843  0.00
H15 -0.27033 3.53672 -3.74924  0.00
H16 1.64432 4.20608 -0.78454  0.00
H17 0.28390 4.06038 0.32840  0.00
H18 1.20522 6.51524 -0.93592  0.00
H19 -0.22283 6.32823 0.08369  0.00
C17 -0.56716 0.00100 5.34514  0.00
C18 -1.22929 1.12581 4.57725  0.00
O1 -0.90742 0.96133 3.18307  0.00
P1 -1.07831 2.20878 2.15045  0.00
O2 -0.58778 1.67669 0.83990  0.01
Te1 -3.23682 3.13988 2.21280  0.00
O3 -0.03286 3.27506 2.76864  0.00
C19 1.26893 2.85748 3.21522  0.00
C20 2.35875 3.40290 2.31474  0.00
H20 -0.74011 0.12701 6.41594  0.00
H21 0.50917 -0.00544 5.15922  0.00
H22 -0.96968 -0.96614 5.03516  0.00
H23 -0.88245 2.09813 4.92967  0.00
H24 -2.31466 1.10503 4.69124  0.00
H25 1.32133 1.76678 3.24581  0.00
H26 1.38629 3.23540 4.23105  0.00
H27 2.36066 2.88642 1.35312  0.00
H28 3.33085 3.25917 2.79367  0.00
H29 2.21035 4.47138 2.14697  0.00
C21 -5.20495 -5.79236 3.81885  0.00
C22 -4.40605 -4.81398 2.99967  0.00
C23 -3.90165 -5.15920 1.75631  0.00
C24 -3.10040 -4.29601 1.01252  0.00
C25 -2.68344 -4.77988 -0.35556  0.00
C26 -2.78113 -3.03285 1.53689  0.00
Te2 -1.43697 -1.53020 0.70048  0.00
N6 0.02566 -0.53991 -0.96670  0.01
C27 -0.18456 -1.55208 -3.26424  0.00
O4 -0.23786 -2.75464 -3.33157  0.00
C28 0.65063 -0.80541 -4.24876  0.00
C29 0.77309 0.57865 -4.31406  0.00
C30 1.64839 1.16415 -5.21665  0.00
C31 2.40464 0.38244 -6.07462  0.00
C32 2.27479 -1.00092 -6.03684  0.00
C33 1.40710 -1.58420 -5.13433  0.00
C34 0.45134 -2.20155 1.44348  0.00
C35 1.17833 -1.06339 1.80215  0.00
C36 2.48256 -1.16801 2.25213  0.00
C37 3.06872 -2.42048 2.35116  0.00
C38 2.34087 -3.54792 2.00611  0.00
C39 1.02707 -3.47261 1.53949  0.00
C40 0.33417 -4.74759 1.14433  0.00
C41 -3.34961 -2.63814 2.76642  0.00
C42 -3.19270 -1.24162 3.33259  0.00
C43 -4.13918 -3.53647 3.47330  0.00
H30 -5.53116 -6.63927 3.21526  0.00
H31 -6.08434 -5.31771 4.25557  0.00
H32 -4.59726 -6.17963 4.63938  0.00
H33 -4.13265 -6.13735 1.34418  0.00
H34 -2.75290 -5.86611 -0.41378  0.00
H35 -1.66657 -4.49779 -0.60411  0.00
H36 -3.34834 -4.36652 -1.11988  0.00
H37 0.19067 1.21008 -3.66359  0.00
H38 1.74003 2.24261 -5.24923  0.00
H39 3.09294 0.84861 -6.76945  0.00
H40 2.85388 -1.62189 -6.70892  0.00
H41 1.29840 -2.65944 -5.08254  0.00
H42 0.72384 -0.08168 1.70178  0.00
H43 3.04074 -0.27355 2.50332  0.00
H44 4.09148 -2.52265 2.69352  0.00
H45 2.80001 -4.52742 2.09165  0.00
H46 0.90424 -5.61113 1.48701  0.00
H47 0.25624 -4.82074 0.05734  0.00
H48 -0.66683 -4.80745 1.56463  0.00
H49 -3.73723 -0.51678 2.72418  0.00
H50 -2.15682 -0.90985 3.36412  0.00
H51 -3.59038 -1.19392 4.34585  0.00
H52 -4.55964 -3.22415 4.42446  0.00

Lowest unoccupied orbital energy (spin up / spin down), hartree: -0.00662 / -0.00647
Spin multiplicity: 2
Gap between HOMO and LUMO (spin up / spin down), Ha: 0.236 / 0.221



Molecular formula: C43H53Cl3N7O3PPr
Method: DFT, wB97M-V/def2-TZVPD

Last column: Löwdin spin population.
Element x y z (Å)
Pr1 -0.37745 0.57581 1.52848  2.02
Cl1 -4.64435 6.16641 0.23838  0.00
C1 -3.44105 5.15861 0.94338  0.00
C2 -3.20185 3.90801 0.40308  0.00
C3 -2.24835 3.04711 0.94678  0.00
N1 -1.96605 1.78391 0.40448  -0.01
C4 -2.80725 1.20351 -0.46112  0.00
O1 -3.91025 1.56281 -0.86122  0.00
C5 -2.29165 -0.11679 -1.01192  0.00
C6 -2.98495 -0.62169 -2.11272  0.00
C7 -2.61535 -1.83099 -2.65872  0.00
C8 -1.55435 -2.51759 -2.07572  0.00
C9 -0.91675 -1.95039 -0.99042  0.00
N2 -1.25995 -0.77439 -0.44822  0.00
C10 -1.49675 3.48321 2.08228  0.00
C11 -1.75365 4.75271 2.60148  0.00
C12 -2.71145 5.58351 2.04818  0.00
Cl2 -2.99615 7.12951 2.74148  0.00
N3 -0.53835 2.60711 2.61568  -0.01
C13 0.31605 2.98851 3.57628  0.00
O2 0.40795 4.05011 4.18268  0.00
C14 1.32175 1.90171 3.95728  0.00
C15 2.09395 2.14331 5.09618  0.00
C16 3.06815 1.23851 5.46228  0.00
C17 3.26865 0.12041 4.65768  0.00
C18 2.44745 -0.05599 3.56018  0.00
N4 1.47395 0.79311 3.20838  0.00
H1 -3.77475 3.58721 -0.45122  0.00
H2 -3.81115 -0.03539 -2.48462  0.00
H3 -3.13165 -2.23509 -3.51632  0.00
H4 -1.22775 -3.47259 -2.45702  0.00
H5 -0.08475 -2.46429 -0.51902  0.00
H6 -1.18085 5.10031 3.44548  0.00
H7 1.89385 3.04231 5.66108  0.00
H8 3.66845 1.39661 6.34548  0.00
H9 4.03995 -0.60039 4.88458  0.00
H10 2.56845 -0.92329 2.91758  0.00
C19 3.44795 -1.41439 -6.47272  0.00
C20 4.14105 -1.11639 -5.13762  0.00
C21 4.84925 -2.39449 -4.67802  0.00
C22 5.20385 -0.03459 -5.37742  0.00
C23 3.09315 -0.58929 -4.08292  0.00
O3 2.72835 0.73661 -4.36802  0.00
C24 1.83865 -1.49739 -3.93352  0.00
C25 0.63455 -1.22569 -4.85312  0.00
C26 -0.01005 0.13391 -4.73652  0.00
C27 -0.24115 0.75571 -3.51652  0.00
C28 -0.88405 1.97521 -3.44162  0.00
C29 -1.30625 2.60211 -4.60442  0.00
Cl3 -2.10365 4.12301 -4.49962  0.00
C30 -1.08775 2.00201 -5.83502  0.00
C31 -0.45135 0.77541 -5.89072  0.00
C32 3.80405 -0.50629 -2.69672  0.00
N5 3.00865 0.15501 -1.70552  0.00
C33 2.22875 -0.41129 -0.78342  0.00
N6 1.62005 0.52511 -0.06072  0.00
C34 2.09075 1.68151 -0.61542  0.00
N7 2.92785 1.47361 -1.59412  0.00
H11 4.19135 -1.65719 -7.22752  0.00
H12 2.89105 -0.55469 -6.83672  0.00
H13 2.78085 -2.26749 -6.38822  0.00
H14 5.42455 -2.79659 -5.50682  0.00
H15 4.15135 -3.16569 -4.36442  0.00
H16 5.54565 -2.20329 -3.86782  0.00
H17 5.83105 -0.31019 -6.22012  0.00
H18 5.85355 0.08911 -4.51542  0.00
H19 4.74145 0.92431 -5.59222  0.00
H20 2.33945 0.77951 -5.24802  0.00
H21 1.46675 -1.39409 -2.91272  0.00
H22 2.14315 -2.53589 -4.07062  0.00
H23 -0.12615 -1.97299 -4.59292  0.00
H24 0.89665 -1.39399 -5.89732  0.00
H25 0.07715 0.28751 -2.59712  0.00
H26 -1.05535 2.43641 -2.48212  0.00
H27 -1.40945 2.48561 -6.74432  0.00
H28 -0.31445 0.30081 -6.85452  0.00
H29 4.71565 0.07711 -2.81882  0.00
H30 4.02885 -1.51129 -2.34182  0.00
H31 2.14305 -1.47139 -0.63312  0.00
H32 1.81605 2.66511 -0.27672  0.00
C35 -3.61175 -2.13659 1.64338  0.00
C36 -3.53885 -1.54289 3.04758  0.00
C37 -4.27255 -2.44309 4.03858  0.00
P1 -1.77215 -1.12539 3.50838  0.00
C38 -2.02745 -0.40309 5.21548  0.00
C39 -0.73115 0.15971 5.79818  0.00
C40 -3.02655 0.75631 5.11938  0.00
C41 -0.98195 -2.83099 3.70618  0.00
C42 -0.30395 -3.15779 2.37198  0.00
C43 0.04155 -2.92419 4.83188  0.00
H33 -4.64715 -2.16309 1.31018  0.00
H34 -3.23155 -3.15689 1.62578  0.00
H35 -3.04855 -1.52009 0.94178  0.00
H36 -4.02725 -0.56079 3.01368  0.00
H37 -3.89515 -3.46219 3.99618  0.00
H38 -5.32615 -2.47419 3.76988  0.00
H39 -4.19995 -2.08639 5.06198  0.00
H40 -2.40635 -1.19389 5.87458  0.00
H41 -0.52885 1.12891 5.34698  0.00
H42 0.12645 -0.48909 5.64428  0.00
H43 -0.85465 0.31351 6.86808  0.00
H44 -2.76865 1.42411 4.28698  0.00
H45 -2.97805 1.33941 6.03798  0.00
H46 -4.05315 0.42011 5.00138  0.00
H47 -1.77405 -3.56199 3.89718  0.00
H48 0.40465 -2.35409 2.10378  0.00
H49 -1.03585 -3.26669 1.57388  0.00
H50 0.24935 -4.09389 2.44598  0.00
H51 0.86815 -2.23589 4.65998  0.00
H52 0.45225 -3.93209 4.87358  0.00
H53 -0.40745 -2.71189 5.79728  0.00

Charge: +1
Lowest unoccupied orbital energy (spin up / spin down), hartree: -0.10910 / -0.10763
Relative energy (zero: lowest compared OMol25 entry of this formula, charge and spin), kJ/mol: 0.00
Spin multiplicity: 3
Gap between HOMO and LUMO (spin up / spin down), Ha: 0.244 / 0.246



Calculated strongest force on any atom in order - 0.821 1.760 eV Å⁻¹
Calculated energy in order - -138320.624 -122948.985 eV